(1)
This record from the OMol25 dataset describes a cluster of 8 separate species, C30H32Cl6F4O in total in a non-equilibrium geometry. The level of theory is ωB97M-V/def2-TZVPD.

Last column: Mulliken charge in e.
Positions of all 73 atoms, in Å:
F (-35.430, -10.280, -18.471)  -0.29
C (-35.776, -9.827, -19.682)  0.28
C (-35.151, -10.390, -20.811)  -0.37
C (-35.385, -9.868, -22.028)  -0.52
C (-36.330, -8.811, -22.133)  -0.27
C (-36.991, -8.294, -21.054)  -0.43
C (-36.729, -8.845, -19.764)  -0.31
H (-34.420, -11.184, -20.778)  0.44
H (-34.947, -10.185, -22.964)  0.37
H (-36.603, -8.344, -23.068)  0.33
H (-37.663, -7.478, -21.275)  0.35
H (-37.197, -8.539, -18.840)  0.41
F (-28.233, -19.586, -28.469)  -0.30
C (-28.779, -18.680, -29.229)  0.28
C (-29.796, -17.876, -28.655)  -0.30
C (-30.447, -16.913, -29.438)  -0.51
C (-30.006, -16.768, -30.755)  -0.32
C (-28.898, -17.488, -31.271)  -0.46
C (-28.304, -18.462, -30.484)  -0.26
H (-30.119, -18.068, -27.643)  0.41
H (-31.339, -16.421, -29.078)  0.36
H (-30.487, -16.064, -31.418)  0.33
H (-28.640, -17.354, -32.311)  0.35
H (-27.471, -19.021, -30.884)  0.39
F (-27.079, -19.496, -18.006)  -0.29
C (-26.532, -19.013, -16.904)  0.21
C (-25.369, -19.499, -16.340)  -0.27
C (-24.898, -19.019, -15.109)  -0.44
C (-25.612, -17.975, -14.483)  -0.34
C (-26.766, -17.481, -15.079)  -0.42
C (-27.217, -17.986, -16.249)  -0.27
H (-24.789, -20.232, -16.880)  0.38
H (-24.003, -19.495, -14.735)  0.37
H (-25.360, -17.450, -13.573)  0.34
H (-27.399, -16.731, -14.628)  0.35
H (-28.133, -17.609, -16.680)  0.39
F (-27.382, -9.196, -22.824)  -0.29
C (-27.807, -8.006, -22.399)  0.26
C (-27.003, -7.295, -21.509)  -0.26
C (-27.464, -6.116, -20.995)  -0.48
C (-28.697, -5.608, -21.389)  -0.32
C (-29.537, -6.313, -22.216)  -0.49
C (-29.066, -7.513, -22.721)  -0.23
H (-26.076, -7.726, -21.160)  0.38
H (-26.756, -5.544, -20.414)  0.36
H (-28.969, -4.654, -20.963)  0.34
H (-30.482, -5.953, -22.595)  0.37
H (-29.786, -8.065, -23.307)  0.35
C (-31.238, -14.245, -23.171)  -1.03
C (-30.623, -15.358, -22.294)  0.73
C (-30.326, -15.136, -20.829)  -0.92
O (-30.464, -16.474, -22.774)  -0.56
H (-32.266, -14.452, -23.470)  0.29
H (-30.779, -14.311, -24.157)  0.33
H (-31.027, -13.217, -22.876)  0.32
H (-30.279, -14.079, -20.567)  0.31
H (-29.447, -15.732, -20.587)  0.29
H (-31.277, -15.357, -20.345)  0.25
Cl (-24.798, -16.359, -25.643)  -0.14
C (-24.848, -17.794, -24.645)  -0.20
Cl (-23.875, -17.564, -23.106)  -0.17
H (-25.876, -17.916, -24.305)  0.22
H (-24.588, -18.705, -25.184)  0.29
Cl (-30.361, -8.865, -16.453)  -0.15
C (-28.830, -9.606, -15.916)  -0.24
Cl (-28.469, -11.066, -16.935)  -0.14
H (-28.059, -8.836, -15.947)  0.27
H (-29.009, -9.939, -14.894)  0.25
Cl (-35.276, -15.455, -18.268)  -0.13
C (-35.291, -15.180, -16.547)  -0.25
Cl (-33.647, -14.739, -16.021)  -0.15
H (-35.925, -14.324, -16.318)  0.25
H (-35.563, -16.086, -16.007)  0.28

Values from the calculation:
SMILES string: Fc1ccccc1.Fc1ccccc1.Fc1ccccc1.Fc1ccccc1.CC(C)=O.ClCCl.ClCCl.ClCCl
LUMO, eV: 0.275
Gap between HOMO and LUMO, eV: 9.302
Net charge: 0
Calculated total energy, hartree: -4398.11796
HOMO level, eV: -9.03
Maximum force, Eh/bohr: 0.0608

(2)
This record from the OMol25 dataset describes a cluster of 7 separate species, C30H32Cl6N4O8 in total in a non-equilibrium geometry. The level of theory is ωB97M-V/def2-TZVPD.

Last column: Mulliken charge in e.
Positions of all 80 atoms, in Å:
O (-5.318, 1.031, 5.767)  -0.53
N (-5.995, 0.113, 5.252)  0.83
O (-5.798, -0.181, 4.070)  -0.54
C (-6.826, -0.802, 6.055)  0.22
C (-7.046, -2.116, 5.740)  -0.22
C (-7.989, -2.872, 6.348)  -0.45
C (-8.581, -2.325, 7.514)  -0.31
C (-8.370, -0.995, 7.920)  -0.60
C (-7.393, -0.303, 7.206)  -0.22
H (-6.531, -2.453, 4.852)  0.35
H (-8.049, -3.848, 5.891)  0.35
H (-9.360, -2.915, 7.974)  0.34
H (-8.876, -0.627, 8.800)  0.37
H (-7.111, 0.698, 7.498)  0.40
O (-4.811, -6.702, -2.207)  -0.51
N (-4.075, -7.556, -1.887)  0.87
O (-4.233, -8.781, -2.091)  -0.56
C (-2.897, -7.123, -1.027)  0.31
C (-2.212, -5.996, -1.365)  -0.20
C (-1.035, -5.612, -0.720)  -0.70
C (-0.511, -6.435, 0.268)  -0.32
C (-1.217, -7.671, 0.627)  -0.55
C (-2.377, -7.951, -0.021)  -0.23
H (-2.440, -5.496, -2.295)  0.35
H (-0.462, -4.767, -1.074)  0.41
H (0.358, -6.210, 0.867)  0.39
H (-0.849, -8.416, 1.316)  0.38
H (-3.009, -8.823, 0.056)  0.37
O (4.823, -1.758, 0.629)  -0.58
N (5.171, -1.129, -0.406)  0.91
O (4.442, -1.105, -1.391)  -0.56
C (6.472, -0.338, -0.296)  0.39
C (7.015, -0.193, 0.969)  -0.49
C (8.216, 0.550, 1.046)  -0.25
C (8.878, 1.064, -0.065)  -0.67
C (8.274, 0.866, -1.292)  -0.24
C (7.043, 0.181, -1.384)  -0.50
H (6.520, -0.720, 1.772)  0.47
H (8.589, 0.753, 2.039)  0.35
H (9.787, 1.639, 0.037)  0.41
H (8.665, 1.254, -2.221)  0.36
H (6.679, 0.116, -2.399)  0.40
O (2.917, 2.821, -3.213)  -0.57
N (1.974, 3.307, -2.734)  0.95
O (1.894, 4.337, -2.137)  -0.58
C (0.640, 2.560, -2.794)  0.48
C (-0.242, 2.646, -1.673)  -0.41
C (-1.313, 1.752, -1.625)  -0.36
C (-1.569, 0.863, -2.696)  -0.45
C (-0.812, 0.983, -3.855)  -0.50
C (0.370, 1.688, -3.841)  -0.43
H (0.033, 3.331, -0.884)  0.41
H (-1.836, 1.737, -0.680)  0.36
H (-2.353, 0.128, -2.585)  0.39
H (-1.040, 0.307, -4.666)  0.35
H (0.945, 1.691, -4.755)  0.37
Cl (1.755, -8.085, -5.856)  -0.20
C (1.076, -6.443, -6.222)  -0.47
C (-0.358, -6.555, -6.698)  -0.36
Cl (-0.904, -4.963, -7.067)  -0.19
H (1.713, -5.867, -6.893)  0.34
H (1.002, -5.810, -5.338)  0.30
H (-0.961, -6.909, -5.862)  0.25
H (-0.561, -7.180, -7.567)  0.33
Cl (8.825, 6.822, 1.493)  -0.20
C (8.842, 8.009, 0.145)  -0.44
C (7.497, 7.921, -0.629)  -0.42
Cl (7.506, 9.090, -1.972)  -0.19
H (9.702, 7.839, -0.503)  0.33
H (8.969, 8.978, 0.628)  0.30
H (6.693, 8.169, 0.064)  0.31
H (7.304, 6.945, -1.074)  0.31
Cl (-2.669, 7.941, 1.302)  -0.19
C (-4.343, 8.458, 1.655)  -0.38
C (-4.517, 9.949, 1.780)  -0.40
Cl (-5.415, 10.572, 0.289)  -0.22
H (-4.635, 8.077, 2.634)  0.26
H (-5.013, 8.014, 0.919)  0.33
H (-3.610, 10.545, 1.877)  0.31
H (-5.065, 10.288, 2.659)  0.27

Values from the calculation:
SMILES string: O=[N+]([O-])c1ccccc1.O=[N+]([O-])c1ccccc1.O=[N+]([O-])c1ccccc1.O=[N+]([O-])c1ccccc1.ClCCCl.ClCCCl.ClCCCl
LUMO, eV: -0.713
Gap between HOMO and LUMO, eV: 9.133
Net charge: 0
Calculated total energy, hartree: -4743.99657
HOMO level, eV: -9.85
Energy relative to the best compared isomer or geometry (same formula, charge and spin), kcal/mol: 58.17
Maximum force, Eh/bohr: 0.0930

(3)
This record from the OMol25 dataset describes a structure of composition C30H32ClN3SSi2Sr in a non-equilibrium geometry. The level of theory is ωB97M-V/def2-TZVPD.

Last column: Mulliken charge in e.
Positions of all 70 atoms, in Å:
C (-1.775, -0.536, 5.881)  -0.75
C (-2.483, -0.072, 4.735)  -0.63
C (-2.368, -1.061, 3.719)  -0.44
H (-2.969, 0.913, 4.631)  0.30
C (-1.604, -2.143, 4.234)  -0.50
C (-1.234, -1.824, 5.569)  -0.64
H (-0.582, -2.425, 6.227)  0.38
H (-1.629, 0.016, 6.824)  0.37
H (-2.759, -0.991, 2.688)  0.48
H (-1.274, -3.024, 3.653)  0.34
Sr (0.014, -0.124, 4.201)  1.77
Si (0.256, -0.149, 1.481)  -0.74
C (-0.551, 1.309, 0.779)  0.47
C (0.104, 1.977, -0.276)  -0.53
H (1.076, 1.621, -0.607)  0.38
C (-0.475, 3.086, -0.891)  -0.60
H (0.053, 3.591, -1.701)  0.52
C (-1.731, 3.551, -0.488)  -0.55
H (-2.179, 4.415, -0.974)  0.39
C (-2.399, 2.892, 0.544)  -0.60
H (-3.380, 3.242, 0.865)  0.39
C (-1.815, 1.791, 1.178)  0.07
H (-2.343, 1.309, 1.998)  0.15
C (-0.415, -1.693, 0.816)  1.22
C (-1.530, -1.658, -0.044)  -0.34
H (-1.984, -0.701, -0.291)  0.38
C (-2.065, -2.829, -0.589)  -0.69
H (-2.931, -2.768, -1.248)  0.37
C (-1.496, -4.070, -0.304)  -0.52
H (-1.912, -4.980, -0.731)  0.39
C (-0.384, -4.128, 0.540)  -0.52
H (0.073, -5.090, 0.769)  0.40
C (0.144, -2.964, 1.097)  -0.75
H (1.002, -3.034, 1.763)  0.35
H (1.683, -0.062, 1.212)  -0.35
Si (2.709, 0.280, -4.390)  0.46
C (1.902, -1.376, -4.625)  0.44
C (0.877, -1.533, -5.571)  -0.15
H (0.517, -0.671, -6.134)  0.36
C (0.294, -2.784, -5.798)  -0.67
H (-0.503, -2.884, -6.535)  0.36
C (0.726, -3.900, -5.081)  -0.42
H (0.272, -4.872, -5.256)  0.39
C (1.743, -3.758, -4.135)  -0.56
H (2.082, -4.626, -3.569)  0.37
C (2.326, -2.508, -3.910)  -0.41
H (3.110, -2.417, -3.160)  0.28
C (1.505, 1.644, -4.768)  0.27
C (0.245, 1.667, -4.163)  -0.16
H (-0.046, 0.883, -3.465)  0.58
C (-0.660, 2.698, -4.445)  -0.79
H (-1.639, 2.705, -3.963)  0.40
C (-0.314, 3.713, -5.336)  -0.39
H (-1.018, 4.513, -5.554)  0.39
C (0.943, 3.697, -5.945)  -0.50
H (1.217, 4.489, -6.642)  0.37
C (1.847, 2.673, -5.662)  -0.45
H (2.825, 2.672, -6.143)  0.32
H (3.891, 0.443, -5.271)  -0.22
Cl (3.387, 0.417, -2.458)  -0.28
N (1.555, -0.294, 6.133)  -0.71
N (1.311, 1.000, 6.820)  0.04
C (1.286, 2.159, 6.123)  0.51
N (1.025, 3.298, 6.784)  -0.44
S (1.542, 2.178, 4.428)  -0.45
H (2.505, -0.273, 5.758)  0.27
H (1.462, -1.064, 6.793)  0.21
H (1.109, 0.907, 7.811)  0.21
H (0.979, 4.200, 6.295)  0.21
H (0.850, 3.338, 7.778)  0.20

Values from the calculation:
LUMO, eV: -0.570
Gap between HOMO and LUMO, eV: 4.793
Net charge: 0
Calculated total energy, hartree: -2794.70129
HOMO level, eV: -5.36
Energy relative to the best compared isomer or geometry (same formula, charge and spin), kcal/mol: 3.43
Maximum force, Eh/bohr: 0.0403